Here is a single C4H8O molecule at a distorted geometry from the Open Molecules 2025 dataset. Energies are from the ωB97M-V functional and the def2-TZVPD basis.

Each line ends with the Mulliken charge.
Positions of all 13 atoms, in Å:
O  2.23617  -0.09492  -0.59231  -0.580
C  1.23858  0.22125  0.50854  -0.469
C  -0.04886  -0.00929  -0.23390  0.093
C  -1.34635  0.76754  -0.27209  -0.572
C  -1.34454  -0.66821  0.18617  -0.574
H  2.48478  -1.03500  -0.59314  0.306
H  1.43574  1.26551  0.76393  0.253
H  1.41409  -0.43645  1.36252  0.252
H  0.64914  -0.26337  -1.11872  0.348
H  -1.59638  1.52100  0.47919  0.250
H  -1.76345  0.99693  -1.25067  0.221
H  -1.59262  -0.84549  1.23726  0.249
H  -1.76630  -1.41950  -0.47678  0.222

Calculated values
- Electronic energy: -232.3558 a.u.
- Structure (SMILES): OCC1CC1
- LUMO energy: 1.0983 eV
- HOMO level: -10.01 eV